ORCA calculation (ωB97M-V with the def2-TZVPD basis set) on a 2-piece molecular cluster, C4H6N2O overall.

## Properties
HOMO energy in eV: -8.615

ORCA input file:
```
! RIJCOSX wB97M-V def2-TZVPD def2/J DEFGRID3
* xyz 0 1
C -1.41 0.85 -1.58
C -0.48 -0.29 -1.32
C 0.17 -0.34 0.06
C 1.39 0.04 2.38
N 0.19 0.59 0.88
N 1.97 -1.01 2.32
O -0.23 -1.16 -2.12
H 1.94 -1.59 1.46
H 0.71 -1.32 0.20
H 0.67 0.82 2.60
H -1.81 0.78 -2.59
H -2.23 0.83 -0.85
H -0.88 1.80 -1.44
*
```